Entry 1:
Here is a 2-piece molecular cluster, C4H8O2 overall from OMol25. Energies are from wB97M-V/def2-TZVPD.

The geometry in XYZ format:
```
14
Properties=species:S:1:pos:R:3:forces:R:3
O 2.321 -1.123 -0.713 0.0 -0.3 0.0
C 1.324 -0.117 -0.658 -0.2 0.3 0.0
C 0.770 -0.015 0.736 -0.2 -0.2 0.1
C -2.095 1.267 -0.412 0.2 -0.1 -0.2
C -0.486 -0.294 1.058 0.4 0.2 0.1
O -1.411 -0.519 0.051 -0.3 0.4 0.0
H 1.893 -1.945 -0.440 0.2 0.1 -0.1
H 0.523 -0.308 -1.385 0.1 0.0 0.2
H 1.819 0.813 -0.953 -0.1 -0.1 0.1
H 1.451 0.270 1.530 0.0 -0.2 0.0
H -1.650 1.176 -1.423 -0.2 0.0 0.1
H -1.287 1.805 0.136 -0.3 -0.3 -0.1
H -0.897 -0.253 2.062 0.1 0.0 -0.1
H -2.275 -0.758 0.412 0.1 0.0 0.0
```
Forces are in eV/Å.

Its LUMO energy is 0.458 eV. Its energy above the lowest of the compared OMol25 structures with the same formula, charge and spin is 138.1 kcal/mol. As for the HOMO energy: -0.311 Ha. The net charge is 0. As for the total energy: -307.49243 hartree. The HOMO-LUMO gap is 8.920 eV.

Atomic partial charges in e from the Löwdin method, atoms 1 to 5: O -0.062; C -0.257; C -0.068; C 0.088; C -0.183

Entry 2:
Here is one molecule with the formula C4H8O2 at a distorted geometry from OMol25. Energies are from wB97M-V/def2-TZVPD.

The geometry in XYZ format:
```
14
Properties=species:S:1:pos:R:3:forces:R:3
C 1.628 -0.016 -0.530 0.6 0.9 -0.3
C 0.573 0.108 0.585 -0.9 -1.1 1.6
C -0.755 0.901 0.554 0.9 -0.6 1.8
O -1.053 1.593 -0.587 -0.5 -0.2 -0.8
C -0.826 -0.630 0.607 0.0 1.8 -2.9
O -1.421 -1.031 -0.662 2.3 -4.4 0.7
H 2.405 -0.886 -0.248 -1.8 2.1 -0.9
H 1.094 -0.175 -1.530 1.0 -0.1 1.3
H 2.179 1.044 -0.636 -1.0 -2.5 0.3
H 0.989 -0.004 1.615 -0.2 0.4 -0.9
H -1.169 1.454 1.416 0.9 -0.4 -0.2
H -1.337 0.931 -1.225 -0.1 0.0 -0.4
H -1.234 -1.233 1.397 0.2 0.2 0.6
H -1.073 -2.055 -0.757 -1.5 3.9 -0.1
```
Forces are in eV/Å.

Its LUMO energy is 0.609 eV. Its energy above the lowest of the compared OMol25 structures with the same formula, charge and spin is 71.9 kcal/mol. As for the HOMO energy: -0.343 Ha. The net charge is 0. As for the SMILES: C[C@H]1[C@@H](O)[C@H]1O. As for the total energy: -307.59777 hartree. The HOMO-LUMO gap is 9.953 eV.

Atomic partial charges in e from the Löwdin method, atoms 1 to 5: C -0.089; C -0.228; C -0.311; O 0.005; C -0.233

Entry 3:
Here is a 2-piece molecular cluster, C4H8O2 overall from OMol25. Energies are from wB97M-V/def2-TZVPD.

The geometry in XYZ format:
```
14
Properties=species:S:1:pos:R:3:forces:R:3
C -0.606 -0.492 1.717 -0.2 0.0 0.0
C -1.641 -0.615 0.886 0.1 0.0 0.2
C -2.041 0.519 0.027 -0.2 0.0 -0.1
O -2.953 0.477 -0.769 0.3 0.0 0.3
H -0.039 0.434 1.762 -0.1 -0.1 0.0
H -0.262 -1.307 2.347 -0.1 0.1 -0.1
H -2.215 -1.533 0.788 0.1 0.1 0.0
H -1.431 1.438 0.157 -0.1 -0.1 0.0
C 2.142 0.381 -1.266 0.4 0.2 -0.2
O 1.111 -0.055 -0.410 -0.2 -0.2 0.0
H 1.796 0.535 -2.296 0.0 0.0 0.2
H 3.000 -0.306 -1.275 -0.2 0.1 0.0
H 2.478 1.342 -0.870 0.0 -0.1 -0.1
H 0.662 -0.815 -0.798 0.1 0.1 0.1
```
Forces are in eV/Å.

Its LUMO energy is 0.510 eV. Its energy above the lowest of the compared OMol25 structures with the same formula, charge and spin is 51.3 kcal/mol. As for the HOMO energy: -0.360 Ha. The net charge is 0. As for the SMILES: C=CC=O.CO. As for the total energy: -307.63071 hartree. The HOMO-LUMO gap is 10.314 eV.

Atomic partial charges in e from the Löwdin method, atoms 1 to 5: C 0.023; C -0.147; C -0.298; O 0.035; H 0.067

Entry 4:
Here is one molecule with the formula C4H8O2 at a distorted geometry from OMol25. Energies are from wB97M-V/def2-TZVPD.

The geometry in XYZ format:
```
14
Properties=species:S:1:pos:R:3:forces:R:3
C -2.199 -0.201 0.144 -0.5 -0.8 -0.9
O -1.042 -0.803 -0.446 -0.3 0.4 0.1
C 0.094 -0.382 0.241 -0.6 0.1 1.3
C 0.690 0.971 -0.106 0.6 -0.6 0.3
C 1.374 -0.322 -0.473 0.6 -0.6 0.3
O 2.540 -0.721 0.235 0.3 1.2 -0.4
H -2.227 0.875 -0.006 0.3 0.3 0.3
H -2.257 -0.478 1.204 -0.1 0.2 -0.1
H -3.088 -0.582 -0.403 0.6 0.0 0.5
H 0.040 -0.668 1.320 0.5 0.3 -0.9
H 1.196 1.521 0.671 -0.1 0.1 0.2
H 0.261 1.553 -0.885 -0.4 0.3 -0.5
H 1.375 -0.691 -1.484 -0.2 0.2 -0.4
H 3.242 -0.071 -0.013 -0.8 -0.9 0.4
```
Forces are in eV/Å.

Its LUMO energy is 1.018 eV. Its energy above the lowest of the compared OMol25 structures with the same formula, charge and spin is 57.4 kcal/mol. As for the HOMO energy: -0.351 Ha. The net charge is 0. As for the SMILES: CO[C@@H]1C[C@H]1O. As for the total energy: -307.62099 hartree. The HOMO-LUMO gap is 10.579 eV.

Atomic partial charges in e from the Löwdin method, atoms 1 to 5: C -0.090; O -0.138; C -0.314; C -0.020; C -0.307

Entry 5:
Here is a 2-piece molecular cluster, C4H8O2 overall from OMol25. Energies are from wB97M-V/def2-TZVPD.

The geometry in XYZ format:
```
14
Properties=species:S:1:pos:R:3:forces:R:3
C -1.613 -0.004 0.485 -0.1 0.0 0.0
C -0.138 0.218 0.762 -0.1 -0.2 0.1
C 0.776 -0.915 0.343 0.1 0.4 0.0
O 1.747 -0.338 -0.295 -0.1 -0.2 0.1
C 1.613 1.128 -0.324 0.2 0.2 -0.1
O 0.316 1.380 0.052 0.0 0.0 0.0
H -1.960 -0.907 0.994 0.1 0.1 -0.1
H -2.193 0.852 0.840 0.1 -0.1 0.0
H -1.782 -0.119 -0.590 0.0 0.0 0.2
H 0.031 0.342 1.847 0.0 0.0 -0.1
H -0.289 -2.287 -1.258 0.0 -0.1 -0.1
H -0.678 -2.331 -1.892 0.0 0.0 0.0
H 2.364 1.512 0.379 -0.1 0.0 -0.1
H 1.807 1.469 -1.343 0.0 0.0 0.1
```
Forces are in eV/Å.

Its LUMO energy is 0.899 eV. Its energy above the lowest of the compared OMol25 structures with the same formula, charge and spin is 99.5 kcal/mol. As for the HOMO energy: -0.332 Ha. The net charge is 0. As for the total energy: -307.55382 hartree. The HOMO-LUMO gap is 9.926 eV.

Atomic partial charges in e from the Löwdin method, atoms 1 to 5: C -0.048; C -0.394; C -0.010; O -0.042; C -0.171

Entry 6:
Here is a 2-piece molecular cluster, C4H8O2 overall at a distorted geometry from OMol25. Energies are from wB97M-V/def2-TZVPD.

The geometry in XYZ format:
```
14
Properties=species:S:1:pos:R:3:forces:R:3
C 0.196 -2.070 0.216 0.5 -0.8 -0.3
C -0.487 -0.839 0.619 0.5 1.8 0.8
C 1.069 1.156 0.455 0.3 0.2 0.2
O 0.172 2.155 0.291 0.2 -0.3 0.2
C -0.374 2.396 -0.948 -0.2 0.2 -0.3
O -0.270 1.706 -1.906 0.0 -0.1 0.1
H 0.863 -2.388 1.002 0.2 -0.4 0.3
H -0.508 -2.872 -0.012 0.1 0.0 0.0
H 0.809 -1.878 -0.650 0.2 -0.1 -0.5
H -1.102 -0.966 1.494 -0.3 0.0 0.4
H -1.095 -0.435 -0.173 -0.1 0.4 -0.2
H 0.344 -0.054 1.048 -1.1 -0.8 -0.6
H 1.303 0.754 -0.549 -0.2 -0.1 0.0
H -0.921 3.336 -0.888 -0.2 0.2 -0.1
```
Forces are in eV/Å.

Its LUMO energy is 0.021 eV. Its energy above the lowest of the compared OMol25 structures with the same formula, charge and spin is 107.5 kcal/mol. As for the HOMO energy: -0.323 Ha. The net charge is 0. As for the total energy: -307.54119 hartree. The HOMO-LUMO gap is 8.808 eV.

Atomic partial charges in e from the Löwdin method, atoms 1 to 5: C -0.160; C -0.177; C 0.046; O -0.097; C -0.315

Entry 7:
Here is C4H8O2 as an isolated structure from OMol25. Energies are from wB97M-V/def2-TZVPD.

The geometry in XYZ format:
```
14
Properties=species:S:1:pos:R:3:forces:R:3
O -0.508 -1.742 1.258 -0.2 0.0 0.1
C 0.100 -1.445 0.078 -0.1 -0.2 -0.2
C -0.877 0.438 -0.235 -0.3 0.1 0.0
C 0.083 1.576 -0.375 0.0 0.1 0.0
C 0.853 0.301 -0.285 0.1 0.1 -0.3
O 1.763 0.317 0.744 0.0 -0.1 0.1
H -1.464 -1.882 1.169 0.1 0.0 0.0
H -0.489 -1.774 -0.793 0.1 0.1 0.1
H -1.483 0.193 -1.105 0.2 0.0 0.2
H -1.393 0.371 0.717 0.2 0.0 -0.1
H 0.111 2.101 -1.327 0.0 -0.1 0.1
H 0.183 2.222 0.492 0.0 -0.1 -0.1
H 1.196 -0.049 -1.258 -0.1 0.1 0.2
H 1.927 -0.627 0.920 0.0 0.1 0.0
```
Forces are in eV/Å.

Its LUMO energy is 0.802 eV. Its energy above the lowest of the compared OMol25 structures with the same formula, charge and spin is 139.1 kcal/mol. As for the HOMO energy: -0.280 Ha. The net charge is 0. As for the total energy: -307.49083 hartree. The HOMO-LUMO gap is 8.428 eV.

Atomic partial charges in e from the Löwdin method, atoms 1 to 5: O -0.085; C -0.137; C -0.075; C -0.118; C -0.407

Entry 8:
Here is one molecule with the formula C4H8O2 from OMol25. Energies are from wB97M-V/def2-TZVPD.

The geometry in XYZ format:
```
14
Properties=species:S:1:pos:R:3:forces:R:3
C -2.429 0.174 0.038 -0.3 0.1 0.0
O -1.244 -0.579 0.021 0.0 0.0 0.0
C -0.098 0.196 0.274 0.2 0.1 0.0
C 1.104 -0.632 -0.128 -0.2 0.0 -0.1
C 2.428 -0.043 -0.317 0.1 0.2 -0.2
O 2.126 -0.815 0.836 0.1 -0.1 0.2
H -3.254 -0.525 -0.123 0.1 0.1 0.1
H -2.577 0.696 0.998 0.0 -0.1 -0.1
H -2.445 0.926 -0.769 0.1 -0.1 0.1
H -0.015 0.471 1.339 0.0 -0.1 -0.2
H -0.132 1.129 -0.312 0.0 -0.1 0.0
H 0.838 -1.526 -0.693 0.1 0.1 0.1
H 2.572 1.025 -0.143 -0.1 -0.2 0.0
H 3.127 -0.496 -1.020 -0.1 0.1 0.1
```
Forces are in eV/Å.

Its LUMO energy is 1.060 eV. Its energy above the lowest of the compared OMol25 structures with the same formula, charge and spin is 60.6 kcal/mol. As for the HOMO energy: -0.367 Ha. The net charge is 0. As for the SMILES: COC[C@H]1CO1. As for the total energy: -307.61588 hartree. The HOMO-LUMO gap is 11.045 eV.

Atomic partial charges in e from the Löwdin method, atoms 1 to 5: C -0.121; O -0.187; C -0.185; C -0.268; C -0.118

Entry 9:
Here is a 2-piece molecular cluster, C4H8O2 overall at a distorted geometry from OMol25. Energies are from wB97M-V/def2-TZVPD.

The geometry in XYZ format:
```
14
Properties=species:S:1:pos:R:3:forces:R:3
C -0.711 1.780 1.989 -0.2 -0.2 -0.2
C 0.232 0.922 1.607 0.4 0.0 0.0
C 0.279 0.242 0.296 -0.1 0.5 0.9
C 1.434 -0.140 -0.249 -0.8 -0.4 -0.7
O 1.547 -0.790 -1.446 0.1 0.7 0.4
H -0.808 2.186 2.990 0.3 0.0 -0.2
H -1.463 2.067 1.265 -0.3 0.0 0.1
H 1.038 0.680 2.296 0.0 0.0 0.0
H -0.701 0.044 -0.126 0.2 0.0 -0.5
H 2.373 0.064 0.231 0.3 -0.1 0.1
H 0.710 -0.658 -1.918 0.0 -0.5 0.0
O -1.020 -1.882 -2.303 -0.1 0.1 -0.3
H -1.568 -2.110 -3.066 0.1 0.0 0.3
H -1.343 -2.405 -1.565 0.0 -0.1 0.0
```
Forces are in eV/Å.

Its LUMO energy is 0.534 eV. Its energy above the lowest of the compared OMol25 structures with the same formula, charge and spin is 45.2 kcal/mol. As for the HOMO energy: -0.301 Ha. The net charge is 0. As for the SMILES: C=C/C=C/O.O. As for the total energy: -307.64044 hartree. The HOMO-LUMO gap is 8.724 eV.

Atomic partial charges in e from the Löwdin method, atoms 1 to 5: C -0.018; C -0.210; C -0.117; C -0.189; O -0.006

Entry 10:
Here is a 2-piece molecular cluster, C4H8O2 overall from OMol25. Energies are from wB97M-V/def2-TZVPD.

The geometry in XYZ format:
```
14
Properties=species:S:1:pos:R:3:forces:R:3
C -0.446 0.717 -1.736 -0.1 0.0 0.0
C -1.495 0.620 -0.916 0.1 0.2 -0.2
O -1.869 -0.446 -0.174 0.2 -0.1 -0.1
H -0.267 1.645 -2.266 -0.1 -0.1 0.1
H 0.225 -0.116 -1.927 -0.1 0.1 0.0
H -2.178 1.454 -0.766 0.1 -0.1 0.0
H -1.163 -1.123 -0.212 -0.1 0.1 0.0
C 0.808 0.058 1.560 -0.1 -0.1 0.0
C 1.295 -0.992 0.609 -0.2 -0.2 -0.1
O 0.587 -1.779 0.013 0.3 0.3 0.3
H 1.340 -0.035 2.514 -0.1 0.0 -0.1
H -0.271 -0.024 1.705 0.2 0.0 0.0
H 1.045 1.047 1.146 0.0 -0.2 0.0
H 2.390 -1.026 0.447 -0.1 0.0 0.0
```
Forces are in eV/Å.

Its LUMO energy is 0.920 eV. Its energy above the lowest of the compared OMol25 structures with the same formula, charge and spin is 39.2 kcal/mol. As for the HOMO energy: -0.326 Ha. The net charge is 0. As for the SMILES: C=CO.CC=O. As for the total energy: -307.64991 hartree. The HOMO-LUMO gap is 9.786 eV.

Atomic partial charges in e from the Löwdin method, atoms 1 to 5: C -0.010; C -0.293; O -0.022; H 0.047; H 0.050

Copy entry 10 word for word.
Here is a 2-piece molecular cluster, C4H8O2 overall from OMol25. Energies are from wB97M-V/def2-TZVPD.

The geometry in XYZ format:
```
14
Properties=species:S:1:pos:R:3:forces:R:3
C -0.446 0.717 -1.736 -0.1 0.0 0.0
C -1.495 0.620 -0.916 0.1 0.2 -0.2
O -1.869 -0.446 -0.174 0.2 -0.1 -0.1
H -0.267 1.645 -2.266 -0.1 -0.1 0.1
H 0.225 -0.116 -1.927 -0.1 0.1 0.0
H -2.178 1.454 -0.766 0.1 -0.1 0.0
H -1.163 -1.123 -0.212 -0.1 0.1 0.0
C 0.808 0.058 1.560 -0.1 -0.1 0.0
C 1.295 -0.992 0.609 -0.2 -0.2 -0.1
O 0.587 -1.779 0.013 0.3 0.3 0.3
H 1.340 -0.035 2.514 -0.1 0.0 -0.1
H -0.271 -0.024 1.705 0.2 0.0 0.0
H 1.045 1.047 1.146 0.0 -0.2 0.0
H 2.390 -1.026 0.447 -0.1 0.0 0.0
```
Forces are in eV/Å.

Its LUMO energy is 0.920 eV. Its energy above the lowest of the compared OMol25 structures with the same formula, charge and spin is 39.2 kcal/mol. As for the HOMO energy: -0.326 Ha. The net charge is 0. As for the SMILES: C=CO.CC=O. As for the total energy: -307.64991 hartree. The HOMO-LUMO gap is 9.786 eV.

Atomic partial charges in e from the Löwdin method, atoms 1 to 5: C -0.010; C -0.293; O -0.022; H 0.047; H 0.050

Q: Which of these has the highest LUMO?
A: number 8